Entry 1:
Here is an isolated molecule of CH5N3O2 at a distorted geometry from the Open Molecules 2025 dataset. Energies are from ωB97M-V/def2-TZVPD.

For the molar mass, the calculation gives 91.1 g/mol. For the electronic energy, the calculation gives -9679.533 eV. The HOMO-LUMO gap is 10.0 eV.

Atoms and positions in Å:
N 1.2881 -0.2568 1.0205
C 0.2831 0.0195 0.3286
N 0.2093 0.9483 -0.6877
O 1.5943 1.1459 -1.1517
N -1.0088 -0.4027 0.6287
O -1.6603 -0.7770 -0.6694
H 1.2156 -0.9015 1.8201
H -0.3193 0.7302 -1.5245
H 1.9859 1.0434 -0.2139
H -1.0228 -1.2725 1.1018
H -2.5652 -0.2768 -0.6525

Forces on the atoms, in the same order (eV/Å):
1.6 0.2 0.4
-2.3 -0.4 0.2
3.0 0.5 -0.9
-0.8 0.2 2.3
-1.9 -0.4 -1.9
-2.1 1.7 1.3
-0.4 0.6 -0.8
0.0 -0.4 0.5
0.3 0.2 -1.9
0.2 -0.8 0.7
2.5 -1.3 0.1

***

Entry 2:
Here is a cluster of 3 separate species, CH5N3O2S in total at a distorted geometry from the Open Molecules 2025 dataset. Energies are from ωB97M-V/def2-TZVPD.

For the molar mass, the calculation gives 123.1 g/mol. For the electronic energy, the calculation gives -20517.905 eV. The HOMO-LUMO gap is 9.8 eV.

Atoms and positions in Å:
C 2.8964 0.3163 0.0643
N -0.6605 -1.6099 -1.2365
N 2.4126 -0.7335 0.3332
N -1.7713 1.3313 0.2346
O 3.5370 1.2356 -0.2380
O -0.2235 -1.3387 1.1230
S -1.2811 -1.4799 0.1421
H -1.2970 -1.7210 -2.0084
H 1.5062 -1.0556 0.6292
H -1.4232 1.4253 1.1803
H -2.6174 1.8825 0.1580
H -1.0782 1.7476 -0.3816

Forces on the atoms, in the same order (eV/Å):
0.3 -0.3 -0.1
0.0 0.1 0.8
-0.2 -0.8 0.2
0.1 0.0 -0.1
0.3 1.1 -0.2
-0.3 0.0 0.5
0.6 -0.1 -1.2
-0.6 -0.1 -0.1
-0.3 0.1 0.0
0.0 0.1 0.1
0.0 0.0 0.0
-0.1 -0.1 0.1

***

Entry 3:
Here is an isolated molecule of CH5N3OS at a distorted geometry from the Open Molecules 2025 dataset. Energies are from ωB97M-V/def2-TZVPD.

For the molar mass, the calculation gives 107.1 g/mol. For the electronic energy, the calculation gives -18467.192 eV. The HOMO-LUMO gap is 8.4 eV.

Atoms and positions in Å:
N -1.4331 0.2080 -0.1510
N -0.3132 0.8949 0.3657
C 0.8438 0.2696 0.4105
S 2.1260 1.0977 1.2805
N 0.9920 -1.0072 0.0061
O 0.4221 -1.2873 -1.2494
H -1.9957 0.9435 -0.7501
H -2.0001 -0.4011 0.6727
H -0.2291 1.8350 0.7633
H 2.0931 -1.1441 -0.3649
H -0.5058 -1.4090 -0.9834

Forces on the atoms, in the same order (eV/Å):
-2.8 0.6 1.2
-0.4 -0.6 -0.6
2.7 2.2 2.5
-1.3 -1.1 -1.2
5.3 -1.2 -2.5
-1.5 -0.6 -0.3
0.9 -2.4 2.0
1.6 2.9 -2.8
-0.9 -0.4 -0.1
-3.5 0.5 2.5
0.0 0.1 -0.8

***

Entry 4:
Here is an isolated molecule of CH5N3S at a distorted geometry from the Open Molecules 2025 dataset. Energies are from ωB97M-V/def2-TZVPD.

For the molar mass, the calculation gives 91.1 g/mol. For the electronic energy, the calculation gives -16423.206 eV. The HOMO-LUMO gap is 9.8 eV.

Atoms and positions in Å:
H -1.6051 1.9483 -1.2541
N -0.6325 1.6994 -1.1481
C -0.5735 0.5587 -0.5809
N -1.5554 -0.3603 -0.2392
N 0.7400 0.1993 -0.1974
S 1.0459 -0.9788 0.9029
H -1.4883 -0.9835 0.5443
H -2.4788 -0.1207 -0.4892
H 1.3899 0.8189 -0.6356
H 1.0235 -0.1231 1.9670

Forces on the atoms, in the same order (eV/Å):
-0.3 0.3 -0.5
-0.9 -0.4 0.0
1.3 -0.3 1.2
0.5 0.6 -0.5
-1.8 -0.3 -1.3
0.7 0.3 0.9
0.5 0.1 0.0
-0.8 0.3 -0.2
0.7 0.1 0.2
0.1 -0.7 0.1